The following is a quantum chemistry calculation of a 10-piece molecular cluster, C59H136N8O10 overall in a non-equilibrium geometry, from the OMol25 dataset.

Each line ends with the Mulliken charge.
Cartesian coordinates (Å):
C: -4.1852 3.9803 -0.9472  -1.60
C: -3.2215 4.5986 -2.0065  2.12
C: -3.5395 3.8280 -3.2592  -2.17
C: -3.4179 6.0360 -2.3573  -1.14
C: -2.9488 6.9697 -1.1465  -0.83
C: -1.4403 6.8610 -0.8606  -1.08
C: -1.0115 5.3768 -0.6189  1.86
C: 0.5363 5.2874 -0.9405  -1.87
C: -1.4276 4.9668 0.7964  -1.52
N: -1.7681 4.4823 -1.5982  -0.13
O: -1.3948 3.1699 -1.4604  0.35
H: -4.0983 4.3924 0.0582  0.30
H: -5.1712 3.8001 -1.3756  0.52
H: -3.9584 2.9448 -0.6934  0.02
H: -3.6175 2.7526 -3.0990  0.11
H: -4.5163 4.0784 -3.6729  0.49
H: -2.7924 4.0988 -4.0053  0.50
H: -3.0186 6.4514 -3.2826  0.39
H: -4.4917 6.1850 -2.2444  0.39
H: -3.0845 8.0127 -1.4327  0.42
H: -3.5232 6.7430 -0.2483  0.33
H: -1.3893 7.4969 0.0232  0.33
H: -0.8037 7.2955 -1.6314  0.47
H: 0.9500 6.1638 -0.4417  0.52
H: 0.9108 5.3220 -1.9636  0.35
H: 0.9995 4.4174 -0.4750  0.13
H: -0.7775 5.1363 1.6547  0.49
H: -1.6747 3.9168 0.9527  -0.10
H: -2.3901 5.3967 1.0736  0.24
H: -1.0611 2.9328 -2.3288  0.05
C: -0.2733 -2.3545 -6.7760  -1.62
C: 0.3018 -1.3872 -5.6828  1.85
C: 1.8110 -1.6211 -5.5380  -0.87
C: 0.1595 -0.0030 -6.2890  -1.27
C: -1.3301 0.6039 -6.4866  -1.13
C: -1.8391 0.5312 -5.1552  -1.20
C: -1.7632 -0.7909 -4.2946  2.38
C: -2.0312 -0.3078 -2.9542  -2.23
C: -2.8907 -1.7951 -4.8238  -1.70
N: -0.3851 -1.4077 -4.4064  0.14
O: -0.2181 -2.4405 -3.7095  0.78
H: 0.2612 -2.2824 -7.7231  0.47
H: -0.2142 -3.4090 -6.5066  0.21
H: -1.3298 -2.1675 -6.9683  0.32
H: 2.3236 -0.8118 -5.0181  0.03
H: 2.0631 -2.5140 -4.9659  -0.55
H: 2.2628 -1.7563 -6.5207  0.58
H: 0.7525 0.6609 -5.6600  -0.03
H: 0.6590 0.0008 -7.2578  0.54
H: -1.2560 1.6458 -6.7981  0.48
H: -1.8786 0.0522 -7.2501  0.40
H: -2.8180 1.0043 -5.0764  0.52
H: -1.1068 1.0539 -4.5399  0.23
H: -2.9898 0.1795 -2.7762  0.35
H: -1.1904 0.2302 -2.5164  0.19
H: -1.9579 -1.1489 -2.2649  0.11
H: -3.7497 -1.6914 -4.1608  0.59
H: -2.5646 -2.8110 -4.6008  0.24
H: -3.2861 -1.6272 -5.8256  0.33
H: -0.6081 -3.1969 -4.1539  0.00
C: -4.2156 1.1643 4.0954  -1.76
C: -4.5761 -0.1477 3.3492  1.68
C: -3.4981 -1.2190 3.7615  -1.66
C: -5.9469 -0.5416 3.9394  -1.35
C: -6.4916 -1.7802 3.2118  -0.53
C: -6.6677 -1.2258 1.7933  -1.46
C: -5.3577 -0.9016 1.0391  1.83
C: -4.5681 -2.2572 0.6260  -1.62
C: -5.8072 -0.2436 -0.3598  -1.75
N: -4.6788 0.0817 1.9194  -0.18
O: -3.5368 0.6916 1.2967  0.48
H: -3.7201 1.0848 5.0630  0.27
H: -3.6248 1.8634 3.5036  0.17
H: -5.1085 1.7829 4.1863  0.44
H: -2.5871 -1.0928 3.1765  0.22
H: -3.1991 -1.2318 4.8096  0.54
H: -3.7510 -2.2728 3.6450  0.29
H: -5.8464 -0.8488 4.9804  0.36
H: -6.7041 0.2373 3.8492  0.44
H: -5.8487 -2.6600 3.2369  0.30
H: -7.4729 -2.0128 3.6254  0.39
H: -7.2196 -0.2868 1.8347  0.45
H: -7.3084 -1.8705 1.1917  0.39
H: -4.8997 -2.8811 -0.2040  0.50
H: -4.5700 -2.8291 1.5539  0.29
H: -3.5603 -2.0045 0.2966  0.09
H: -6.3830 -1.0220 -0.8605  0.52
H: -4.9286 0.1448 -0.8749  -0.06
H: -6.4345 0.6296 -0.1809  0.47
H: -3.8838 1.5481 1.0367  0.12
C: -1.0123 5.0767 10.4980  -1.31
C: -1.9011 4.8776 9.2907  0.99
C: -3.3869 5.3828 9.5399  -1.83
C: -1.5564 5.6622 8.1132  -1.11
C: -0.2205 5.2303 7.5361  -0.99
C: -0.1576 3.7596 7.2088  -0.87
C: -0.7135 2.8512 8.3188  2.07
C: -1.2615 1.4891 7.6862  -2.17
C: 0.3798 2.5063 9.3662  -1.72
N: -1.9653 3.4589 8.9500  0.22
O: -2.6847 2.6468 9.8023  -0.42
H: 0.0158 5.2723 10.1932  0.34
H: -1.3695 5.9451 11.0517  0.46
H: -0.9122 4.2004 11.1385  0.15
H: -3.4958 6.4250 9.8399  0.39
H: -4.0584 5.1818 8.7052  0.44
H: -3.8691 4.7057 10.2451  0.43
H: -2.3361 5.6792 7.3517  0.39
H: -1.4193 6.6679 8.5105  0.39
H: 0.0533 5.7214 6.6022  0.47
H: 0.5256 5.3851 8.3155  0.23
H: 0.8755 3.5051 6.9721  0.38
H: -0.7240 3.6432 6.2848  0.10
H: -0.4841 1.1367 7.0083  0.49
H: -2.2431 1.6198 7.2306  0.46
H: -1.2762 0.7912 8.5234  0.43
H: 0.9755 1.6283 9.1163  0.41
H: 0.0696 2.4664 10.4104  0.25
H: 1.0697 3.3448 9.4616  0.46
H: -2.3298 2.9464 10.6424  0.41
C: 2.5303 -5.5511 -5.5212  -1.91
C: 3.5993 -5.9191 -4.4611  1.52
C: 3.0987 -7.0666 -3.5704  -1.61
C: 4.7796 -6.4157 -5.3342  -1.37
C: 6.0774 -6.5041 -4.5470  -0.76
C: 6.4091 -5.1195 -3.8276  -1.41
C: 5.2772 -4.5282 -2.9517  1.87
C: 5.4227 -5.3093 -1.6420  -1.36
C: 5.5075 -2.9977 -2.5988  -1.94
N: 3.9964 -4.7450 -3.6786  -0.19
O: 3.0016 -4.1638 -3.0554  0.90
H: 2.8597 -4.7770 -6.2142  0.40
H: 2.1769 -6.4445 -6.0361  0.55
H: 1.7344 -5.0791 -4.9451  0.21
H: 2.6298 -7.7709 -4.2576  0.56
H: 3.8895 -7.6542 -3.1041  0.35
H: 2.3239 -6.8619 -2.8316  0.01
H: 4.5653 -7.3175 -5.9076  0.43
H: 5.0456 -5.7077 -6.1192  0.40
H: 5.9521 -7.3740 -3.9024  0.33
H: 6.9290 -6.6936 -5.2003  0.46
H: 6.9377 -4.3964 -4.4487  0.44
H: 7.2714 -5.2810 -3.1807  0.44
H: 6.4580 -5.3578 -1.3043  0.44
H: 5.0653 -6.3176 -1.8510  0.37
H: 4.8281 -4.9191 -0.8159  -0.02
H: 6.4726 -2.9714 -2.0930  0.57
H: 4.8034 -2.5305 -1.9103  -0.03
H: 5.5187 -2.5598 -3.5969  0.50
H: 2.9826 -3.3182 -3.5093  -0.29
C: -0.3028 2.0120 2.8745  -0.19
O: 0.6447 1.8247 1.8100  -0.09
C: 0.4022 0.5793 1.0440  -0.97
C: 1.5528 0.3370 -0.0226  0.89
C: 1.5372 -1.0747 -0.6809  -0.53
N: 2.7760 0.4783 0.7422  -0.58
H: -1.1350 2.6027 2.4915  -0.09
H: 0.2220 2.5590 3.6577  0.04
H: -0.7033 1.1053 3.3280  0.32
H: 0.3465 -0.2888 1.7009  0.54
H: -0.5227 0.6627 0.4731  0.27
H: 1.7324 1.1227 -0.7565  0.54
H: 1.4117 -1.7774 0.1429  0.14
H: 2.3517 -1.4019 -1.3271  -0.34
H: 0.6904 -1.1942 -1.3567  -0.14
H: 2.7351 1.2145 1.4325  0.02
H: 3.5703 0.6908 0.1557  0.20
C: -0.0732 -8.4087 -1.7761  -0.74
O: -0.9700 -7.3807 -1.1775  -0.40
C: -0.2966 -6.5308 -0.2106  -0.44
C: -1.0643 -5.2285 0.3216  0.17
C: -1.7662 -4.4133 -0.7592  -0.29
N: -0.2226 -4.3287 1.1313  -0.67
H: -0.4690 -9.4235 -1.7342  0.34
H: 0.9856 -8.3331 -1.5284  0.34
H: -0.0861 -8.1378 -2.8318  0.26
H: -0.2186 -7.3352 0.5208  0.37
H: 0.6155 -6.1616 -0.6794  0.07
H: -1.8747 -5.5691 0.9660  0.41
H: -1.0397 -3.8602 -1.3545  -0.07
H: -2.2834 -3.6044 -0.2433  -0.28
H: -2.4590 -5.0374 -1.3236  0.65
H: -0.8178 -3.5638 1.4153  0.29
H: 0.4590 -3.9192 0.5086  0.19
C: 8.5242 1.5888 -3.0287  -0.85
O: 7.2366 0.8802 -3.1764  -0.28
C: 6.2547 1.4653 -4.0240  -1.02
C: 4.7974 0.9835 -3.8057  1.53
C: 3.7097 1.8290 -4.4882  -1.67
N: 4.5033 1.0697 -2.4508  -0.64
H: 8.2993 2.6180 -2.7490  0.34
H: 9.2143 1.7099 -3.8636  0.32
H: 8.9979 1.1848 -2.1340  0.28
H: 6.2523 2.5355 -3.8173  0.42
H: 6.4870 1.2239 -5.0612  0.30
H: 4.6329 -0.0324 -4.1649  -0.29
H: 2.6872 1.7573 -4.1175  0.11
H: 3.8936 1.6597 -5.5491  0.48
H: 3.7979 2.9137 -4.5491  0.55
H: 5.3186 0.7209 -1.9673  0.37
H: 3.7170 0.4468 -2.3329  0.02
C: 3.8804 -3.4061 1.4455  -0.26
O: 4.5787 -2.2331 1.0400  -0.59
H: 4.4959 -3.9253 2.1802  0.29
H: 2.9935 -3.0785 1.9878  0.23
H: 3.5261 -3.9776 0.5876  -0.09
H: 3.9476 -1.6084 0.6752  0.26
C: 2.2470 4.0808 3.1328  -0.11
O: 2.2621 4.2094 4.5450  -0.44
H: 2.8985 4.8455 2.7099  0.44
H: 2.7456 3.1775 2.7812  0.24
H: 1.2826 4.1389 2.6281  -0.24
H: 3.1663 4.0193 4.8056  0.28

SMILES: CC1(C)CCCC(C)(C)N1O.CC1(C)CCCC(C)(C)N1O.CC1(C)CCCC(C)(C)N1O.CC1(C)CCCC(C)(C)N1O.CC1(C)CCCC(C)(C)N1O.COC[C@H](C)N.COC[C@H](C)N.COC[C@H](C)N.CO.CO
Kohn-Sham gap: 8.31 eV
Energy above the lowest of the compared OMol25 structures with the same formula, charge and spin: 202.38 kcal per mole
M: 1117.8 g/mol